(1)
Computed, not measured: a 6-piece molecular cluster, C23H47NO11 overall in a non-equilibrium geometry, with ωB97M-V with the def2-TZVPD basis set.

Each line ends with the Löwdin charge.
Positions of all 82 atoms, in Å:
C (-2.148, 5.661, 18.121)  -0.05
C (-3.614, 5.168, 17.813)  -0.17
O (-3.562, 4.778, 16.412)  0.01
C (-4.579, 4.190, 15.841)  -0.64
C (-4.391, 3.829, 14.438)  0.02
O (-5.639, 4.002, 16.334)  0.12
H (-2.119, 6.243, 19.042)  0.06
H (-1.887, 6.338, 17.308)  0.06
H (-1.287, 4.992, 18.134)  0.07
H (-3.818, 4.352, 18.506)  0.11
H (-4.251, 5.992, 18.134)  0.11
H (-5.314, 3.960, 13.873)  0.10
H (-4.166, 2.766, 14.526)  0.10
H (-3.660, 4.480, 13.959)  0.09
C (-8.089, 5.403, 23.575)  -0.08
C (-8.050, 4.103, 22.825)  -0.17
O (-7.302, 3.098, 23.602)  0.00
C (-7.782, 2.456, 24.605)  -0.61
C (-6.764, 1.765, 25.436)  0.02
O (-8.955, 2.181, 24.783)  0.09
H (-8.632, 5.256, 24.508)  0.09
H (-8.767, 5.996, 22.961)  0.08
H (-7.285, 6.137, 23.633)  0.07
H (-9.082, 3.792, 22.662)  0.12
H (-7.597, 4.265, 21.847)  0.12
H (-6.484, 2.245, 26.373)  0.09
H (-5.911, 1.844, 24.762)  0.08
H (-7.077, 0.755, 25.703)  0.10
C (-4.148, 9.357, 14.160)  -0.05
C (-4.183, 8.134, 15.245)  -0.14
O (-4.770, 8.748, 16.426)  -0.02
C (-4.078, 9.388, 17.337)  -0.54
C (-4.938, 10.030, 18.437)  0.03
O (-2.854, 9.571, 17.319)  0.06
H (-3.418, 10.024, 14.619)  0.06
H (-5.073, 9.883, 13.924)  0.07
H (-3.734, 9.143, 13.175)  0.06
H (-4.932, 7.497, 14.775)  0.11
H (-3.227, 7.618, 15.336)  0.11
H (-5.821, 10.294, 17.855)  0.08
H (-4.369, 10.910, 18.738)  0.09
H (-5.159, 9.428, 19.318)  0.07
C (0.420, 8.750, 21.137)  -0.05
C (0.914, 8.992, 22.609)  -0.20
O (2.122, 9.742, 22.631)  -0.01
C (2.670, 10.217, 23.755)  -0.47
C (3.991, 10.984, 23.582)  0.00
O (2.138, 10.284, 24.899)  0.04
H (1.103, 8.220, 20.472)  0.07
H (0.181, 9.663, 20.592)  0.07
H (-0.441, 8.090, 21.030)  0.05
H (0.199, 9.508, 23.249)  0.11
H (0.966, 7.996, 23.048)  0.11
H (4.754, 10.838, 24.346)  0.08
H (3.622, 12.009, 23.570)  0.09
H (4.566, 10.790, 22.677)  0.07
C (-1.096, 4.058, 25.645)  -0.06
C (-1.115, 3.280, 24.329)  -0.25
O (0.175, 2.830, 24.119)  0.02
C (1.041, 3.544, 23.491)  -0.50
C (2.501, 3.035, 23.494)  0.02
O (0.799, 4.645, 22.943)  0.05
H (-0.425, 4.917, 25.630)  0.09
H (-0.747, 3.351, 26.397)  0.08
H (-2.099, 4.338, 25.965)  0.08
H (-1.800, 2.446, 24.486)  0.12
H (-1.548, 3.830, 23.493)  0.10
H (3.293, 3.667, 23.093)  0.08
H (2.578, 2.093, 22.951)  0.08
H (2.980, 2.906, 24.465)  0.08
C (-4.286, 5.294, 22.661)  -0.04
N (-3.595, 6.565, 22.661)  -0.18
C (-4.148, 7.431, 21.680)  -0.05
C (-2.552, 6.793, 23.417)  -0.31
O (-1.955, 7.883, 23.527)  0.00
H (-4.169, 4.877, 21.661)  0.09
H (-5.339, 5.476, 22.872)  0.07
H (-3.898, 4.507, 23.307)  0.09
H (-4.363, 6.881, 20.763)  0.08
H (-5.143, 7.760, 21.979)  0.09
H (-3.522, 8.294, 21.456)  0.10
H (-2.125, 5.896, 23.892)  0.11

E_LUMO: 0.008 Eh
SMILES string: CCOC(C)=O.CCOC(C)=O.CCOC(C)=O.CCOC(C)=O.CCOC(C)=O.CN(C)C=O
HOMO level: -9.622 eV

=====

(2)
Computed, not measured: C23H47NO2S2Si2Sm as an isolated structure in a non-equilibrium geometry, with ωB97M-V with the def2-TZVPD basis set.

Each line ends with the Mulliken spin population.
Positions of all 78 atoms, in Å:
O (-1.353, -1.307, -1.223)  -0.01
O (1.974, 1.415, -3.737)  0.00
C (-0.424, -2.478, -1.403)  0.00
C (-1.142, -3.810, -1.395)  0.00
H (0.315, -2.432, -0.577)  0.00
H (0.065, -2.253, -2.356)  0.00
H (-1.503, -4.055, -0.387)  0.00
H (-0.373, -4.556, -1.646)  0.00
H (-1.996, -3.884, -2.084)  0.00
C (-2.274, -0.941, -2.290)  0.00
C (-1.826, -1.405, -3.643)  0.00
H (-2.301, 0.157, -2.260)  0.00
H (-3.274, -1.305, -2.032)  0.00
H (-0.840, -1.037, -3.908)  0.00
H (-2.507, -1.016, -4.400)  0.00
H (-1.830, -2.488, -3.719)  0.00
C (0.964, 2.447, -3.613)  0.00
C (2.756, 1.098, -4.884)  0.00
C (-0.319, 2.053, -4.305)  0.00
H (1.372, 3.411, -3.976)  0.00
H (0.790, 2.545, -2.526)  0.00
H (-0.214, 1.941, -5.387)  0.00
H (-1.044, 2.851, -4.171)  0.00
H (-0.725, 1.137, -3.862)  0.00
C (2.008, 1.276, -6.177)  0.00
H (3.070, 0.049, -4.736)  0.00
H (3.674, 1.709, -4.816)  0.00
H (1.145, 0.618, -6.140)  0.00
H (2.656, 0.968, -6.992)  0.00
H (1.714, 2.321, -6.287)  0.00
H (2.932, 1.237, -2.048)  0.00
Sm (-0.875, -0.216, 0.723)  5.13
C (2.667, 0.901, -1.094)  0.00
Si (3.827, 0.890, 0.388)  0.00
H (2.430, -0.177, -1.259)  0.00
H (1.801, 1.510, -0.771)  0.00
C (5.323, -0.166, -0.019)  0.00
C (3.212, 0.138, 2.015)  0.00
C (4.263, 2.619, 0.927)  0.00
C (-2.493, -1.618, 1.635)  -0.09
Si (-3.694, -0.216, 1.552)  0.00
H (-2.191, -1.938, 2.633)  0.00
H (-2.764, -2.522, 1.080)  0.00
C (-5.248, -0.766, 0.696)  0.00
C (-3.054, 1.341, 0.610)  0.00
C (-4.029, 0.341, 3.306)  0.00
H (4.070, 3.319, 0.109)  0.00
H (5.326, 2.656, 1.191)  0.00
H (3.687, 2.902, 1.816)  0.00
H (5.188, -1.199, 0.348)  0.00
H (6.215, 0.257, 0.464)  0.00
H (5.485, -0.134, -1.104)  0.00
H (2.593, -0.755, 1.937)  0.00
H (2.685, 0.845, 2.662)  0.00
H (4.111, -0.172, 2.562)  0.00
H (-3.992, 1.773, 0.215)  0.00
H (-2.419, 1.264, -0.301)  0.00
H (-2.581, 2.091, 1.267)  0.00
H (-4.889, 1.012, 3.332)  0.00
H (-3.172, 0.836, 3.768)  0.00
H (-4.268, -0.543, 3.894)  0.00
H (-6.110, -0.197, 1.058)  0.00
H (-5.401, -1.818, 0.951)  0.00
H (-5.186, -0.669, -0.394)  0.00
S (0.131, 2.300, 1.490)  -0.02
C (0.013, 1.337, 2.898)  0.00
N (-0.009, -0.024, 2.979)  -0.02
C (0.004, -0.508, 4.277)  0.00
C (0.000, -1.871, 4.592)  0.00
C (-0.178, -2.211, 5.930)  0.00
C (-0.361, -1.206, 6.923)  0.00
C (-0.328, 0.163, 6.576)  0.00
C (-0.110, 0.505, 5.247)  0.00
S (-0.102, 2.084, 4.529)  0.00
H (0.120, -2.636, 3.827)  0.00
H (-0.188, -3.260, 6.239)  0.00
H (-0.534, -1.500, 7.977)  0.00
H (-0.466, 0.973, 7.298)  0.00

Relative energy (zero: lowest compared OMol25 entry of this formula, charge and spin): 0.000 eV
E_LUMO (alpha / beta): -0.128 / -0.096 Eh
<S²>: 8.790
Multiplicity: 6
HOMO level (alpha / beta): -10.655 / -10.666 eV
Charge: +1

=====

Per-record energy, eV: -48623.470, -85523.464